Below is a 2-piece molecular cluster, C5H5Br overall in a non-equilibrium geometry, with properties calculated with the ωB97M-V functional and the def2-TZVPD basis.

Results
- SMILES = BrC1=CC1.C#C
- largest force on an atom (Eh/bohr) = 0.13628
- ΔE to the lowest compared entry with this formula, charge and spin (kcal per mole) = 82.35
- HOMO level (eV) = -9.070

Cartesian coordinates (Å):
1 C 1.843 -1.278 -0.600
2 C 2.192 -0.310 -0.066
3 C -2.519 -0.918 1.881
4 C -1.392 -0.297 1.074
5 C -1.252 -1.544 1.457
6 Br -0.154 -2.929 1.603
7 H 1.354 -2.259 -0.835
8 H -2.784 -0.668 2.914
9 H -3.434 -1.133 1.495
10 H -0.988 0.645 0.798
11 H 2.596 0.720 0.151

Atom charges from the Löwdin analysis, given in e for atoms 1 to 5:
1. C -0.079
2. C -0.045
3. C -0.161
4. C -0.027
5. C -0.811

Below is C5H5Br2N as an isolated structure in a non-equilibrium geometry, with properties calculated with the ωB97M-V functional and the def2-TZVPD basis.

Results
- largest force on an atom (Eh/bohr) = 0.03935
- ΔE to the lowest compared entry with this formula, charge and spin (kcal per mole) = 89.83
- HOMO level (eV) = -8.459

Cartesian coordinates (Å):
1 C 1.130 -0.046 -0.203
2 C -0.755 1.098 -0.128
3 C 1.125 0.595 1.074
4 C 0.001 1.296 1.163
5 C -0.932 -1.870 -0.701
6 N 0.051 0.122 -0.844
7 Br -1.711 -2.060 -2.431
8 Br 0.250 -3.259 -0.449
9 H 1.898 -0.721 -0.516
10 H -1.795 0.738 0.181
11 H -0.695 1.930 -0.930
12 H 1.887 0.485 1.766
13 H -0.455 1.692 2.017

Atom charges from the Löwdin analysis, given in e for atoms 1 to 5:
1. C -0.221
2. C -0.198
3. C -0.056
4. C -0.044
5. C -1.054

Below is C5H5Br2N as an isolated structure in a non-equilibrium geometry, with properties calculated with the ωB97M-V functional and the def2-TZVPD basis.

Results
- largest force on an atom (Eh/bohr) = 0.07724
- ΔE to the lowest compared entry with this formula, charge and spin (kcal per mole) = 91.18
- HOMO level (eV) = -8.859

Cartesian coordinates (Å):
1 C -0.358 0.218 1.233
2 C -1.168 0.680 -0.755
3 C -0.497 -1.065 0.590
4 C -0.971 -0.813 -0.657
5 C 2.505 -0.166 -0.395
6 N -0.749 1.244 0.487
7 Br 2.845 1.630 -0.703
8 Br 3.073 -0.877 1.169
9 H 0.049 0.470 2.135
10 H -0.587 1.219 -1.516
11 H -2.323 0.858 -1.017
12 H -0.400 -2.050 0.929
13 H -1.419 -1.348 -1.500

Atom charges from the Löwdin analysis, given in e for atoms 1 to 5:
1. C -0.180
2. C -0.278
3. C -0.104
4. C -0.065
5. C -1.142